Entry from the Open Molecules 2025 dataset: C3H11NP as an isolated structure (wB97M-V/def2-TZVPD).

```
16
Properties=species:S:1:pos:R:3
C -0.64 -0.63 -1.54
C 1.14 -1.03 0.10
C 0.15 1.24 -0.01
N 0.02 -0.21 -0.29
P -0.64 1.00 1.66
H -1.44 0.00 -1.69
H -0.05 -0.71 -2.51
H -1.07 -1.71 -1.44
H 0.83 -2.02 0.32
H 1.88 -1.08 -0.69
H 1.71 -0.63 0.95
H -0.61 1.74 -0.62
H 1.20 1.63 -0.26
H -1.28 -0.07 1.09
H 0.24 0.49 2.57
H -1.43 1.99 2.35
```

## Properties
- Spin multiplicity: 3
- HOMO level (alpha / beta): -8.718 / -17.229 eV
- E: -516.49459 a.u.
- Molar mass: 92.10 g/mol
- Orbital gap (alpha / beta): 5.9 / 9.6 eV
- Largest force on an atom: 5.09 eV Å⁻¹
- Charge: +1
- <S²>: 2.01
- Relative energy (zero: lowest compared OMol25 entry of this formula, charge and spin): 23.8 kcal per mole